Record 1
C4H13N3O | ωB97M-V with the def2-TZVPD basis set

**Orbital gap (spin up / spin down)**: 7.975 / 7.975 eV
**Molar mass**: 119.2 g mol⁻¹
**2S+1**: 1
**Relative energy (zero: lowest compared OMol25 entry of this formula, charge and spin)**: 115.5 kcal/mol
**LUMO energy (spin up / spin down)**: 0.74 / 0.74 eV

CARTESIAN COORDINATES (ANGSTROEM)
1 C -2.166 0.648 0.351
2 N 0.339 -1.283 -0.939
3 H 2.382 0.963 0.429
4 H 0.479 1.788 -1.027
5 H -0.549 -0.844 1.493
6 N 0.517 -0.795 1.325
7 C 0.839 -0.494 0.052
8 H -0.448 -2.968 -0.277
9 H -2.347 0.532 -0.725
10 H -1.508 -1.712 -0.273
11 H 0.209 2.173 0.691
12 H 2.254 0.466 -1.253
13 C 2.185 0.116 -0.226
14 N -0.758 -2.157 -0.804
15 H -1.034 2.431 -0.525
16 H -2.492 1.595 0.795
17 C -0.243 1.751 -0.209
18 H 2.945 -0.658 -0.079
19 O -2.078 -0.369 1.082
20 H 0.975 -0.205 2.004
21 H 0.497 -0.977 -1.885

Atomic forces in eV per Å
0.63 -0.09 -0.11
-0.05 0.51 0.50
-0.06 -0.08 0.00
0.07 -0.21 -0.04
1.15 0.07 -0.32
-1.20 0.21 -0.24
-0.02 -1.13 0.13
0.02 0.05 -0.04
-0.06 0.08 0.05
0.06 0.15 0.06
0.07 0.01 0.08
-0.03 -0.02 -0.04
-0.17 0.13 -0.05
0.17 0.03 0.02
-0.01 0.15 0.02
0.10 0.03 -0.10
-0.66 0.04 0.10
-0.11 0.07 0.07
0.09 -0.05 -0.06
0.01 0.02 -0.07
0.01 0.01 0.05

***

Record 2
C33H36N2O4 | ωB97M-V with the def2-TZVPD basis set

**Orbital gap**: 2.938 eV
**Molar mass**: 524.7 g mol⁻¹
**2S+1**: 1
**Relative energy (zero: lowest compared OMol25 entry of this formula, charge and spin)**: 50.2 kcal/mol
**LUMO energy**: -2.75 eV

CARTESIAN COORDINATES (ANGSTROEM)
1 H 5.239 0.929 -0.922
2 C -0.314 0.946 1.776
3 C 0.256 2.412 -4.295
4 C 3.298 -0.568 -1.998
5 H -8.417 -0.170 2.636
6 C -7.823 0.755 2.627
7 C 1.360 -2.076 -2.934
8 C 2.518 -1.787 -2.222
9 H 3.277 -0.278 1.858
10 C 0.989 0.568 -5.671
11 H -5.157 2.815 3.254
12 C 3.047 0.701 -2.496
13 C 1.269 2.146 -3.387
14 O 1.104 1.683 3.573
15 H -1.721 1.015 -6.441
16 H -2.931 -1.038 1.035
17 H 4.689 -3.975 0.265
18 H -7.256 0.920 5.289
19 H -1.329 2.253 0.541
20 C -3.427 2.128 2.151
21 N 4.184 -2.234 -0.744
22 H 3.409 1.008 4.689
23 C 1.852 0.490 3.273
24 H 3.267 -0.740 4.365
25 N -6.576 0.559 3.336
26 C -2.823 1.051 1.501
27 C 3.106 -2.805 -1.439
28 C 1.482 -4.393 -2.180
29 H -1.601 2.752 -6.094
30 H -2.887 3.073 2.211
31 C -4.695 -0.363 2.073
32 C -0.027 -0.425 2.142
33 H 1.072 -5.401 -2.205
34 C 2.726 0.654 2.036
35 H 6.083 -2.925 -0.118
36 H -5.195 -1.333 2.060
37 H -0.025 -3.607 -3.528
38 H -8.415 1.544 3.110
39 H 2.120 0.880 1.148
40 C -1.032 1.869 -6.398
41 H 4.977 -2.487 1.204
42 H -7.612 1.042 1.591
43 H 6.380 -0.417 -0.761
44 H 1.398 2.764 -2.497
45 C -6.703 0.158 4.722
46 C 2.613 -4.106 -1.398
47 C 5.371 -0.069 -0.498
48 C 0.125 2.012 2.657
49 H -0.656 2.031 -7.417
50 H 2.665 -0.566 -4.933
51 C 0.860 -3.382 -2.934
52 C -5.325 0.726 2.718
53 H 3.444 1.467 2.202
54 O -0.590 -1.399 1.673
55 H -5.706 0.034 5.157
56 H 3.600 1.526 -2.044
57 C 1.990 0.274 -4.753
58 C 2.707 0.187 4.516
59 C -3.452 -0.193 1.483
60 H -1.350 0.491 0.051
61 O 0.930 -0.606 3.122
62 H 5.310 0.017 0.596
63 C 4.317 -0.923 -1.062
64 C 5.033 -2.941 0.204
65 H 3.106 -4.856 -0.782
66 H 0.861 -1.281 -3.479
67 H 2.060 0.078 5.391
68 C -1.440 1.213 0.873
69 C 0.090 1.616 -5.437
70 C -4.671 1.979 2.748
71 H 0.876 -0.035 -6.575
72 H -7.254 -0.789 4.797
73 C 2.120 1.023 -3.549
74 H -0.431 3.244 -4.128
75 O -0.338 3.140 2.663

Atomic forces in eV per Å
0.23 -0.05 0.19
1.43 -0.55 2.24
-0.06 -0.10 -0.24
-0.75 0.74 -0.80
-0.13 0.04 -0.12
0.65 -0.04 0.18
-0.14 -0.22 -0.04
0.02 -0.85 0.21
-0.08 0.05 0.12
0.30 0.00 0.28
0.11 -0.22 -0.09
0.83 -1.09 0.60
0.49 -0.34 0.24
1.12 -0.36 -0.09
0.17 0.16 0.07
-0.12 0.21 0.03
0.15 0.23 0.04
0.03 -0.07 0.17
-0.15 -0.23 -0.32
0.04 0.03 -0.04
0.59 1.72 -0.19
-0.12 -0.07 -0.03
-1.08 -0.13 0.84
-0.10 0.08 -0.01
-0.78 -0.07 0.34
0.54 0.01 -0.05
-0.86 0.17 -0.61
0.26 0.40 -0.01
0.04 -0.17 -0.12
-0.14 -0.19 -0.07
-0.34 0.69 0.42
-0.78 1.94 -0.73
0.15 0.25 0.10
0.19 0.18 -0.37
-0.31 -0.02 -0.04
0.09 0.23 0.04
0.22 0.02 0.26
-0.13 0.02 -0.13
0.11 -0.05 0.30
-0.20 0.17 -0.13
-0.14 -0.09 -0.35
-0.12 -0.06 0.21
-0.28 -0.02 0.04
-0.17 -0.12 -0.23
0.24 0.17 -0.57
-0.05 0.18 -0.17
0.28 0.53 0.07
-1.08 -1.16 -1.27
-0.04 -0.02 0.21
-0.17 0.26 0.05
0.30 0.12 0.27
0.91 0.12 -0.48
-0.13 -0.14 -0.01
0.33 -0.65 0.10
-0.25 0.01 -0.03
-0.21 -0.03 -0.03
-0.02 0.05 0.48
-0.39 0.12 -0.36
-0.02 -0.05 -0.08
-0.20 0.35 -0.21
1.15 0.14 0.05
-0.08 -0.15 -0.27
-0.23 -1.66 0.72
0.21 -0.09 0.26
-0.32 0.04 -0.20
-0.05 -0.40 0.09
0.08 0.03 -0.21
-0.72 0.07 -0.49
0.14 0.01 0.26
-0.37 -0.79 -0.01
0.13 0.18 0.28
0.03 -0.04 0.17
-0.93 0.52 -1.06
0.25 -0.24 0.03
0.41 0.28 0.31

***

Record 3
C32H33KN4O2S | ωB97M-V with the def2-TZVPD basis set

**Orbital gap**: 4.770 eV
**Net charge**: -2
**Molar mass**: 576.8 g mol⁻¹
**2S+1**: 1
**Relative energy (zero: lowest compared OMol25 entry of this formula, charge and spin)**: 0.0 kcal/mol
**LUMO energy**: 4.15 eV

CARTESIAN COORDINATES (ANGSTROEM)
1 H 1.757 -5.590 2.031
2 C -3.659 0.687 1.287
3 N 0.971 -0.054 -3.913
4 H -1.844 2.627 0.242
5 H 1.508 -6.755 -2.813
6 H -2.078 -1.918 4.164
7 H -3.508 -2.522 1.254
8 H 2.208 -8.475 -1.128
9 C -0.963 1.993 0.161
10 C -4.464 0.916 0.034
11 C 3.789 5.071 -0.290
12 H 1.291 6.046 -0.205
13 C 0.733 1.059 -4.672
14 C -0.515 1.489 -4.313
15 C -3.448 1.646 2.303
16 C 0.926 -3.480 0.137
17 C 2.595 4.330 -0.161
18 H 5.979 2.495 -0.250
19 C 1.332 4.964 -0.135
20 C 2.023 -7.146 0.540
21 H 1.459 1.438 -5.371
22 H -0.133 -1.063 -2.430
23 H -4.215 3.384 1.280
24 H -2.693 1.448 5.400
25 H -3.920 1.502 -0.722
26 K 1.096 -0.527 0.221
27 C 5.024 3.002 -0.222
28 C 0.813 -3.991 -2.008
29 H -1.060 2.340 -4.690
30 H -0.784 -0.745 4.336
31 C 4.982 4.400 -0.319
32 H 2.814 -0.461 -2.976
33 C 1.705 -5.862 0.984
34 O 0.679 -3.911 -3.220
35 O 0.929 -2.873 1.205
36 S 4.053 0.488 0.025
37 C 0.294 2.813 0.068
38 H 1.949 -1.867 -3.653
39 N -1.046 0.668 -3.350
40 C -2.563 1.088 3.250
41 H 5.912 4.950 -0.421
42 H -1.837 -2.183 0.826
43 N 1.458 2.197 0.065
44 H -0.787 -1.854 2.975
45 H 2.770 -0.725 -4.732
46 C 3.883 2.208 -0.088
47 C 0.199 4.223 -0.027
48 H -1.086 1.380 -0.737
49 C 1.563 -6.520 -1.756
50 C 2.204 -0.820 -3.807
51 C 2.615 2.911 -0.055
52 C -2.100 1.745 4.521
53 H -1.057 1.503 4.750
54 H 2.331 -7.904 1.251
55 C -2.225 -0.216 2.820
56 H -5.398 1.453 0.239
57 H 3.736 6.152 -0.366
58 C 1.248 -5.258 -1.300
59 N 0.608 -2.986 -1.095
60 C 1.317 -4.939 0.037
61 H -4.936 3.153 2.868
62 C -2.844 -1.753 0.832
63 C 1.952 -7.470 -0.812
64 C -4.000 3.046 2.300
65 H -0.984 1.348 1.048
66 H -3.289 3.761 2.731
67 H -2.167 2.836 4.451
68 H -0.781 4.683 -0.004
69 C -1.432 -1.228 3.597
70 C -2.897 -0.456 1.601
71 H -3.135 -1.616 -0.214
72 H -4.736 -0.029 -0.443
73 C -0.125 -0.246 -3.137

Atomic forces in eV per Å
0.00 0.00 -0.02
-0.05 0.04 -0.02
0.06 -0.10 0.15
0.00 0.01 -0.02
0.01 -0.01 0.01
0.02 0.01 -0.02
0.01 -0.01 -0.02
-0.01 0.01 -0.02
0.12 0.03 -0.01
0.12 -0.03 0.07
0.06 0.07 -0.01
-0.02 0.01 0.00
-0.02 0.07 0.03
-0.02 -0.05 -0.01
0.03 -0.04 -0.03
-0.09 -0.18 0.14
-0.09 -0.28 0.03
0.01 -0.02 0.00
0.04 -0.01 0.00
-0.02 0.05 -0.04
0.00 0.00 0.02
-0.29 -0.11 -0.01
0.01 0.01 0.00
0.01 0.02 0.01
-0.02 -0.01 0.00
-0.10 0.36 0.03
-0.21 -0.01 0.02
-0.19 0.26 -0.12
0.01 -0.01 0.00
-0.01 0.01 -0.03
0.01 -0.04 0.00
0.01 0.03 0.02
0.00 -0.02 0.12
0.05 -0.01 -0.08
-0.04 -0.20 -0.03
-0.10 -0.12 -0.07
0.06 -0.11 0.03
0.00 0.00 0.02
0.01 -0.03 -0.05
0.02 0.04 0.03
0.00 0.00 0.00
-0.03 0.00 0.00
-0.06 0.24 -0.11
-0.03 0.01 -0.09
-0.02 0.03 -0.03
0.18 0.22 -0.03
-0.10 0.09 0.02
0.00 -0.01 0.03
-0.01 -0.02 -0.09
-0.06 -0.01 -0.02
0.07 0.09 -0.03
-0.04 -0.05 -0.07
-0.01 0.01 0.00
0.00 0.01 0.02
-0.01 0.11 -0.08
-0.01 -0.01 0.01
0.01 -0.01 0.00
0.00 0.03 0.04
0.40 -0.44 0.20
0.00 0.05 -0.08
0.00 0.02 -0.01
0.01 0.14 0.04
0.00 0.01 0.01
0.04 -0.12 0.05
0.01 0.00 -0.01
-0.02 0.01 -0.01
0.00 -0.01 0.01
0.01 0.01 -0.01
-0.01 0.02 0.15
-0.03 -0.16 -0.03
0.01 -0.01 0.02
0.00 0.02 0.00
0.28 0.16 -0.06

***

Record 4
CH2O2S | ωB97M-V with the def2-TZVPD basis set

**Orbital gap**: 11.263 eV
**SMILES string**: O=C=S.O
**Molar mass**: 78.1 g mol⁻¹
**2S+1**: 1
**Relative energy (zero: lowest compared OMol25 entry of this formula, charge and spin)**: 2.6 kcal/mol
**LUMO energy**: 0.61 eV

CARTESIAN COORDINATES (ANGSTROEM)
1 S -3.971 0.571 -0.229
2 H -0.147 -0.484 -0.767
3 O -0.042 -0.358 0.160
4 H 0.098 -1.288 0.549
5 C -3.086 -0.163 0.769
6 O -2.490 -0.693 1.604

Atomic forces in eV per Å
-1.04 0.95 -1.61
-0.05 -0.27 -1.18
0.53 -1.89 2.04
-0.38 2.21 -1.00
0.97 -0.91 1.99
-0.03 -0.09 -0.25